(1)
# C4H6FIrO4

C4H6FIrO4 as an isolated structure (ωB97M-V/def2-TZVPD, OMol25).

As for the expectation value of S²: 8.760. Its net charge is +1. Its HOMO-LUMO gap (alpha / beta) is 0.28133 / 0.21195 Ha. The calculation puts the HOMO energy (alpha / beta) at -11.190 / -13.544 eV. As for the spin multiplicity: 6.

Last column: natural (NBO) charge in e.
Atoms and positions in Å:
Ir: -7.7042 5.7046 1.3458  0.757
F: -6.2367 1.4010 -1.7273  -0.320
O: -7.1269 1.9536 0.2497  -0.472
O: -3.8516 -0.0628 -0.1597  -0.129
O: -7.6219 4.0308 0.7798  -0.774
O: -5.4772 3.3792 0.5443  -0.584
C: -6.1553 1.1496 -0.3776  0.401
C: -3.9595 -1.1153 0.7376  -0.353
C: -4.7700 1.5217 0.1487  -0.053
C: -6.7229 3.2236 0.4771  1.017
H: -4.7050 1.3935 1.2391  0.258
H: -6.4154 0.1022 -0.1976  0.200
H: -4.9608 -1.1679 1.2167  0.205
H: -3.7792 -2.0818 0.2282  0.264
H: -3.2259 -1.0268 1.5719  0.296
H: -4.1741 2.0215 -0.6216  0.287

---

(2)
# CH4N2O2

CH4N2O2 as an isolated structure (ωB97M-V/def2-TZVPD, OMol25).

Its HOMO-LUMO gap (alpha / beta) is 0.31194 / 0.31191 Ha. The calculation puts the HOMO energy (alpha / beta) at -8.940 / -8.940 eV. The energy relative to the best compared isomer or geometry (same formula, charge and spin) is 3.8828 eV.

Last column: natural (NBO) charge in e.
Atoms and positions in Å:
O: -1.4566 1.0589 0.3126  -0.681
O: 2.2041 0.2941 0.1443  -0.568
N: -0.1215 -1.2773 0.0337  -0.591
N: -0.0463 0.0189 -0.1354  -0.036
C: 1.1030 0.7670 0.0269  0.483
H: 0.7227 1.7241 0.0909  0.148
H: -2.1229 0.9607 -0.4257  0.460
H: 0.6049 -1.8247 0.4292  0.401
H: -0.8875 -1.7215 -0.4764  0.383

---

(3)
# C44H53BaN3P2Te

C44H53BaN3P2Te as an isolated structure (ωB97M-V/def2-TZVPD, OMol25).

Its HOMO-LUMO gap is 0.18241 Ha. The calculation puts the HOMO energy at -5.915 eV. The energy relative to the best compared isomer or geometry (same formula, charge and spin) is 4.5163 eV.

Last column: Löwdin charge in e.
Atoms and positions in Å:
Ba: -1.4010 -0.0091 0.8023  1.695
Te: -3.5161 1.4746 2.1716  1.734
P: 0.4506 -2.6563 0.0526  1.009
P: 0.6897 2.6592 0.4556  1.022
N: -1.5380 0.1695 2.9985  -0.565
N: -1.8474 -1.1988 2.8988  -0.135
N: 1.6996 -0.0472 -0.2558  -0.031
C: 2.6610 0.7353 0.3213  -0.356
C: 0.0408 1.6086 6.6201  -0.098
C: 3.3443 2.8321 1.3849  -0.119
C: 2.1116 -3.1569 -2.2203  -0.104
C: -1.1431 -4.0946 -1.7666  -0.128
C: 2.1620 -0.9600 -1.2001  -0.358
C: -5.5046 2.4214 -0.0121  -0.295
C: -4.8035 -0.9153 0.5879  -0.133
C: -3.2236 -2.8681 1.8595  -0.049
C: -5.4614 2.4442 -2.7918  -0.070
C: -6.6902 2.5704 -0.7280  -0.036
C: 1.4336 -3.2067 1.5325  -0.534
C: 0.2101 2.1976 -2.2301  -0.123
C: -4.2840 2.2867 -2.0799  -0.028
C: 0.6242 3.3259 -1.2679  -0.542
C: 0.5907 4.1600 1.5683  -0.548
C: -4.9802 -2.2229 0.2912  -0.100
C: 1.8963 3.9915 -1.7852  -0.102
C: -0.4059 -4.2372 -0.4342  -0.563
C: 3.5098 -1.4752 -3.1655  -0.093
C: 0.3349 -5.5740 -0.3747  -0.114
C: -0.8178 4.2994 2.1513  -0.143
C: -6.6695 2.5846 -2.1136  -0.072
C: 1.5588 -2.0811 2.5675  -0.120
C: 3.0235 -2.7814 -3.1926  -0.104
C: 0.7653 1.7402 5.4410  -0.073
C: 4.9204 1.0590 1.2207  -0.094
C: 1.6692 -2.2733 -1.2321  -0.320
C: -1.1850 0.9551 6.6136  -0.085
C: 3.9855 0.2770 0.5869  -0.047
C: -4.3054 2.2796 -0.6835  -0.259
C: 1.0298 5.5031 0.9856  -0.122
C: 2.3637 2.0556 0.7515  -0.332
C: -0.9782 0.5891 4.2467  -0.331
C: 2.8160 -3.7646 1.2137  -0.109
C: -4.1776 -3.2088 0.9663  -0.078
C: -2.9273 -1.4839 2.1606  -0.554
C: -1.6971 0.4463 5.4231  -0.040
C: -5.4615 2.3371 1.4990  -0.300
C: 4.6177 2.3628 1.6313  -0.112
C: -2.9997 1.9755 0.0544  -0.410
C: -3.7352 -0.5120 1.4706  -0.579
C: 3.0910 -0.5893 -2.1939  -0.050
C: 0.2538 1.2234 4.2538  -0.035
H: -6.3142 1.8278 1.9454  0.067
H: -0.8550 5.1208 2.8734  0.081
H: 3.3474 -3.4862 -3.9476  0.093
H: -1.7042 -3.1616 -1.8525  0.063
H: 4.2507 -0.7300 0.2867  0.103
H: -5.7329 -2.5276 -0.4226  0.099
H: 0.8416 1.2976 3.3456  0.099
H: 0.4382 2.0047 7.5463  0.098
H: -4.3600 -4.2621 0.7879  0.108
H: -3.3505 2.1544 -2.6157  0.116
H: -0.4633 -4.1274 -2.6204  0.066
H: 5.3538 2.9856 2.1219  0.090
H: -5.4473 -0.1686 0.1420  0.098
H: -0.7641 1.7705 -1.9575  0.038
H: -2.6438 -0.0802 5.4050  0.108
H: 1.7463 -4.1749 -2.2273  0.073
H: 2.0721 5.5219 0.6643  0.061
H: 1.2541 3.9135 2.3998  0.087
H: -7.6319 2.6613 -0.2016  0.116
H: -2.5568 1.1075 -0.4291  -0.090
H: 3.1118 3.8492 1.6810  0.082
H: -7.5920 2.6919 -2.6685  0.105
H: 0.9266 1.3753 -2.2325  0.058
H: 1.8274 4.1360 -2.8683  0.077
H: 0.5913 -1.7109 2.9104  0.038
H: -1.1332 3.3963 2.6783  0.024
H: 1.0708 -5.6884 -1.1725  0.062
H: 3.2854 -4.1637 2.1185  0.080
H: -1.8670 -4.9065 -1.8916  0.076
H: 0.8591 -5.7308 0.5690  0.060
H: -0.3792 -6.3982 -0.4814  0.078
H: 4.2220 -1.1406 -3.9122  0.099
H: 0.9032 6.2902 1.7346  0.079
H: 2.7740 3.3681 -1.5927  0.079
H: 0.1193 2.5747 -3.2537  0.079
H: 2.0824 -2.4374 3.4621  0.082
H: -5.4012 3.3356 1.9390  0.057
H: -1.7483 0.8401 7.5308  0.100
H: 2.7966 -4.5584 0.4646  0.062
H: 0.8130 -4.0006 1.9643  0.098
H: -2.3033 2.8100 -0.0346  0.046
H: -1.1814 -4.2707 0.3422  0.074
H: 2.1360 -1.2416 2.1724  0.059
H: -0.2022 4.0485 -1.2387  0.097
H: 2.0820 4.9666 -1.3352  0.053
H: -5.4459 2.4382 -3.8740  0.107
H: -1.5612 4.5241 1.3746  0.069
H: 0.4187 5.7800 0.1209  0.074
H: 3.4701 -2.9804 0.8232  0.070
H: 1.7334 2.2263 5.4415  0.105
H: 3.4784 0.4237 -2.1793  0.111
H: -2.6632 -3.6096 2.4172  0.117
H: 5.9068 0.6475 1.4089  0.100